Computed, not measured: an isolated molecule of C4H7NO2, with the ωB97M-V functional and the def2-TZVPD basis.

Each line ends with the Mulliken charge.
Atoms and positions in Å:
C  1.09726  -0.73200  -0.90381  -1.281
C  -0.24216  -0.01889  -0.77993  0.275
C  -1.03727  -0.50040  0.47142  -0.491
N  -0.90971  0.45991  1.56223  -0.602
C  0.12400  1.06613  1.80041  0.839
O  1.05837  1.68710  2.12878  -0.455
O  -0.02463  1.37675  -0.67949  -0.601
H  1.66752  -0.68312  0.03184  0.290
H  1.70604  -0.28650  -1.69573  0.352
H  0.93164  -1.78774  -1.14859  0.356
H  -0.83475  -0.20808  -1.68482  0.317
H  -0.65808  -1.46435  0.82571  0.324
H  -2.09982  -0.62781  0.24612  0.334
H  -0.77842  1.71900  -0.17414  0.343

The relative energy (zero: lowest compared OMol25 entry of this formula, charge and spin) comes out at 1.128 eV. The charge is 0. The value obtained for the frontier orbital gap is 11.188 eV. Its SMILES is C[C@H](O)CN=C=O. The molecular weight comes out at 101.105 g mol⁻¹. The total energy comes out at -9846.1515 eV.